(1)
{
  "formula": "C16H32O20S2Y",
  "method": "ωB97M-V with the def2-TZVPD basis set",
  "symbols": ["Y", "S", "O", "O", "O", "O", "S", "O", "O", "O", "O", "C", "C", "O", "C", "O", "O", "C", "H", "H", "H", "H", "H", "H", "H", "H", "C", "C", "O", "C", "O", "O", "C", "H", "H", "H", "H", "H", "H", "H", "H", "C", "C", "O", "C", "O", "O", "C", "H", "H", "H", "H", "H", "H", "H", "H", "C", "C", "O", "C", "O", "O", "C", "H", "H", "H", "H", "H", "H", "H", "H"],
  "xyz": [[-0.1051, -0.4247, 0.1698], [1.5423, -1.3191, 2.3603], [0.5784, -0.1827, 2.3208], [1.0137, -2.0959, 1.2039], [2.8854, -0.8227, 2.1502], [1.4573, -2.0367, 3.6168], [-1.0343, -0.3791, -2.6218], [-0.3688, -1.3866, -1.7832], [-0.9979, 0.7155, -1.5924], [-0.2820, -0.1132, -3.8465], [-2.4045, -0.8316, -2.8424], [3.5727, -3.1972, -2.8931], [3.1564, -2.2547, -1.7873], [3.2645, -0.9333, -2.3873], [2.5690, 0.0071, -1.8053], [1.9808, -0.1367, -0.7692], [2.4859, 1.1281, -2.4837], [2.7121, 1.1555, -3.8777], [3.0351, -3.1164, -3.8383], [3.5211, -4.2714, -2.6993], [4.6302, -3.0140, -3.1071], [3.7837, -2.2788, -0.8995], [2.1209, -2.3768, -1.4720], [3.5873, 0.5798, -4.1713], [2.9201, 2.1919, -4.1587], [1.8097, 0.9167, -4.4400], [4.4785, 2.7611, 0.8608], [3.0431, 2.4991, 1.2858], [2.1940, 3.4209, 0.5536], [1.0167, 2.9606, 0.1869], [0.5987, 1.8736, 0.4459], [0.4201, 3.8912, -0.5401], [-0.9006, 3.6036, -0.9927], [4.7479, 2.1137, 0.0266], [5.1753, 2.5448, 1.6705], [4.5867, 3.8183, 0.6167], [2.9390, 2.7812, 2.3332], [2.7579, 1.4656, 1.1028], [-1.5262, 4.4917, -0.9545], [-1.3887, 2.8267, -0.4031], [-0.8225, 3.1974, -1.9996], [-1.2682, 3.6853, 4.1557], [-1.3383, 2.5591, 3.1350], [-2.5804, 2.5107, 2.4603], [-2.8335, 1.5783, 1.5788], [-2.0114, 0.8604, 1.0751], [-4.0985, 1.5696, 1.2589], [-4.5252, 0.8636, 0.1121], [-0.6514, 3.4310, 5.0189], [-2.1967, 4.0997, 4.5512], [-0.7398, 4.5435, 3.7296], [-1.1674, 1.5910, 3.6092], [-0.4926, 2.7372, 2.4702], [-4.0526, 1.2142, -0.8054], [-5.5887, 1.0962, 0.0159], [-4.4617, -0.2209, 0.1934], [-3.0077, -4.8694, -2.0019], [-2.6723, -3.6028, -1.2336], [-2.9149, -3.7779, 0.1587], [-2.3495, -2.9567, 0.9912], [-1.7222, -1.9720, 0.6845], [-2.5507, -3.3462, 2.2336], [-1.9199, -2.5640, 3.2787], [-2.1600, -5.5430, -2.1056], [-3.3808, -4.6064, -2.9925], [-3.8480, -5.4014, -1.5459], [-3.2292, -2.7470, -1.6170], [-1.6326, -3.3739, -1.4766], [-0.9059, -2.3096, 2.9733], [-1.9242, -3.1576, 4.1842], [-2.5296, -1.6634, 3.3720]],
  "homo_lumo_gap_ev": 8.14,
  "homo_ev": -5.60,
  "total_charge": -1,
  "multiplicity": 1,
  "relative_energy_kcal_mol": 0.0
}



(2)
{
  "formula": "C4H5NO",
  "method": "ωB97M-V with the def2-TZVPD basis set",
  "symbols": ["C", "C", "C", "O", "C", "N", "H", "H", "H", "H", "H"],
  "xyz": [[-1.0740, -0.6318, 0.4897], [0.2428, 0.1384, 0.3540], [1.3228, -0.3523, -0.6182], [1.4463, -1.4644, -1.0653], [-0.0079, 1.4457, -0.2617], [-0.2718, 2.3969, -0.8624], [-1.7788, -0.0065, 1.0463], [-1.4984, -0.8263, -0.4977], [-0.9644, -1.5798, 1.0216], [0.7116, 0.2968, 1.3346], [1.8718, 0.5832, -0.9410]],
  "homo_lumo_gap_ev": 11.15,
  "homo_ev": -10.64,
  "smiles": "C[C@H](C#N)C=O",
  "multiplicity": 1,
  "relative_energy_kcal_mol": 23.5
}



(3)
{
  "formula": "C29H32N2O7P3S5Tc",
  "method": "ωB97M-V with the def2-TZVPD basis set",
  "symbols": ["Tc", "S", "C", "S", "C", "C", "S", "S", "S", "C", "C", "C", "C", "C", "O", "C", "N", "C", "C", "C", "C", "C", "C", "P", "C", "C", "C", "C", "C", "C", "C", "C", "C", "C", "C", "C", "H", "H", "H", "H", "H", "H", "H", "H", "H", "H", "H", "H", "H", "H", "H", "H", "H", "H", "H", "H", "H", "H", "H", "H", "N", "C", "C", "P", "O", "O", "O", "P", "O", "O", "O", "H", "H", "H", "H", "H", "H", "H", "H"],
  "xyz": [[0.0153, 0.5543, 0.4714], [-3.8594, -0.1320, 7.1491], [-2.9982, -0.3560, 5.7978], [-1.7498, -1.5336, 5.5982], [-1.3215, -1.1861, 3.9279], [-2.0534, -0.1359, 3.3549], [-1.9993, 0.5790, 1.7707], [-3.2375, 0.6067, 4.3635], [-0.1377, -2.0831, 3.1968], [0.2833, 3.2334, 1.7592], [-0.0135, 3.8846, 0.4128], [-0.2436, 5.3872, 0.6097], [-1.2420, 3.2765, -0.2532], [-1.6124, 3.9558, -1.5638], [-1.9928, 2.8571, -2.4326], [-1.6095, 1.7251, -1.8617], [-1.1088, 1.8443, -0.6801], [-1.9304, 0.5118, -2.6476], [-2.5370, 0.7429, -3.8876], [-3.0231, -0.2994, -4.6519], [-2.9385, -1.5947, -4.1683], [-2.3295, -1.8320, -2.9492], [-1.7863, -0.8037, -2.1837], [-0.8601, -1.3143, -0.6807], [-2.0821, -2.3523, 0.1780], [-3.4231, -1.9654, 0.1799], [-4.3656, -2.7156, 0.8631], [-3.9777, -3.8617, 1.5473], [-2.6477, -4.2537, 1.5481], [-1.6989, -3.4994, 0.8698], [0.3932, -2.4702, -1.3152], [0.0770, -3.7663, -1.7388], [1.0575, -4.5796, -2.2801], [2.3612, -4.1108, -2.4205], [2.6803, -2.8298, -2.0064], [1.7004, -2.0258, -1.4408], [1.0991, 3.7469, 2.2661], [0.6343, 2.1888, 1.7102], [-0.5992, 3.2408, 2.4022], [0.8400, 3.7288, -0.2512], [-1.1608, 5.5720, 1.1812], [-0.3138, 5.9331, -0.3328], [0.5842, 5.8175, 1.1738], [-2.0697, 3.3004, 0.4606], [-0.7687, 4.4625, -2.0283], [-2.4542, 4.6347, -1.4903], [-2.6398, 1.7566, -4.2436], [-3.4830, -0.0965, -5.6108], [-3.3426, -2.4224, -4.7373], [-2.2797, -2.8478, -2.5840], [-3.7329, -1.0700, -0.3460], [-5.4038, -2.4060, 0.8625], [-4.7153, -4.4493, 2.0804], [-2.3392, -5.1391, 2.0904], [-0.6603, -3.8019, 0.8934], [-0.9224, -4.1631, -1.6245], [0.8026, -5.5836, -2.5967], [3.1210, -4.7480, -2.8565], [3.6821, -2.4381, -2.1360], [1.9528, -1.0310, -1.1304], [4.7836, 2.0065, 1.1734], [4.0549, 0.7870, 0.6142], [5.0443, -0.3263, 0.2711], [2.8592, 0.3782, 1.9796], [3.7325, -0.6677, 2.8084], [2.6987, 1.6962, 2.6673], [1.6201, -0.3460, 1.4927], [3.1051, 1.2937, -0.9305], [3.6154, 2.8270, -1.0893], [3.5128, 0.4741, -2.0787], [1.6323, 1.3933, -0.5392], [5.6759, 1.7432, 1.5848], [4.1410, 2.3659, 1.9244], [4.9160, 2.7134, 0.4491], [5.6923, -0.5409, 1.1233], [5.6413, -0.0718, -0.6045], [4.4969, -1.2397, 0.0388], [3.2486, -1.0999, 3.5314], [3.9099, 2.9711, -2.0043]],
  "homo_lumo_gap_ev": [6.61, 6.01],
  "homo_ev": [-9.55, -10.37],
  "total_charge": 1,
  "multiplicity": 4
}



(4)
{
  "formula": "C4H5NO",
  "method": "ωB97M-V with the def2-TZVPD basis set",
  "symbols": ["C", "C", "C", "O", "C", "N", "H", "H", "H", "H", "H"],
  "xyz": [[0.3140, -0.7251, 1.2354], [-0.1904, -0.4932, -0.1721], [0.5520, 0.5936, -0.8090], [1.0800, 1.4865, -0.1617], [-1.2687, 0.8396, -0.8894], [-2.1470, 1.4721, -1.3200], [0.1668, 0.2001, 1.7803], [1.4202, -0.7808, 1.1654], [-0.0476, -1.6153, 1.7591], [-0.5954, -1.3446, -0.7240], [0.7162, 0.3670, -1.8640]],
  "homo_lumo_gap_ev": 9.85,
  "homo_ev": -10.13,
  "multiplicity": 1,
  "relative_energy_kcal_mol": 85.0
}



(5)
{
  "formula": "C14H14ClNO2Pt",
  "method": "ωB97M-V with the def2-TZVPD basis set",
  "symbols": ["Cl", "C", "C", "C", "H", "C", "C", "H", "H", "H", "C", "Pt", "C", "C", "O", "O", "H", "H", "H", "C", "C", "C", "C", "N", "C", "C", "H", "H", "H", "H", "H", "H", "H"],
  "xyz": [[2.5565, 1.2240, -0.8820], [-1.1041, 3.1162, -0.5556], [-2.0850, 2.2585, -1.0942], [-1.5001, 1.5204, -2.1677], [-3.1226, 2.1763, -0.7598], [-0.1714, 1.9078, -2.3377], [0.1505, 2.8717, -1.2635], [1.0039, 3.5419, -1.2989], [-1.2570, 3.9081, 0.1767], [-2.0109, 0.7935, -2.8010], [0.6968, 1.4823, -3.4453], [0.8160, 1.6169, 0.5106], [-0.5849, 1.9329, 1.7613], [2.2732, 1.6823, 1.7730], [-1.2641, 2.0740, 2.6856], [3.1480, 1.7198, 2.5265], [0.5715, 0.4119, -3.6387], [1.7430, 1.6515, -3.1951], [0.4577, 2.0127, -4.3761], [-0.3461, -4.6108, 1.8478], [-0.0982, -3.1925, 1.4241], [-1.1662, -2.3435, 1.1277], [-0.9208, -0.9990, 0.8467], [0.3382, -0.5280, 0.8511], [1.3821, -1.3526, 1.0023], [1.1983, -2.6906, 1.3179], [-1.0089, -4.6434, 2.7209], [-0.8234, -5.1931, 1.0503], [0.5999, -5.0924, 2.1118], [-2.1857, -2.7186, 1.1263], [-1.7315, -0.3075, 0.6139], [2.3711, -0.9147, 0.8564], [2.0742, -3.3164, 1.4846]],
  "homo_lumo_gap_ev": [7.39, 5.66],
  "homo_ev": [-14.44, -16.89],
  "total_charge": 2,
  "multiplicity": 5,
  "relative_energy_kcal_mol": 0.0
}